[1]
{"formula": "C6H4N4O", "method": "wB97M-V/def2-TZVPD", "smiles": "N#CCc1nc(C#N)c(N)o1", "lumo_energy_ev": 0.4, "fmax_ev_per_a": 5.72, "homo_energy_ev": -9.18, "gap_ev": 9.58, "e_above_lowest_kcal_mol": 0.00, "energy_ha": -525.27180, "species": ["C", "C", "C", "C", "C", "C", "H", "H", "H", "H", "N", "N", "N", "N", "O"], "coordinates": [[0.95135, 0.79749, -0.13726], [-0.67987, -0.62850, -0.23067], [-2.09526, -1.02878, -0.43404], [-3.04152, -0.31179, 0.39923], [1.41755, -0.49858, 0.02663], [2.77219, -0.90829, 0.34142], [1.11274, 2.81645, 0.22234], [2.48062, 2.01921, 0.36610], [-2.37155, -0.84740, -1.45043], [-2.29328, -2.12148, -0.35440], [1.61147, 2.01106, -0.12910], [-3.67976, 0.44852, 1.06236], [0.32758, -1.43629, -0.09158], [3.87411, -1.02317, 0.70430], [-0.38637, 0.71157, -0.29487]]}

---

[2]
{"formula": "C6H4N5O5Yb", "method": "wB97M-V/def2-TZVPD", "lumo_energy_ev": [-11.2, -11.2], "fmax_ev_per_a": 13.72, "homo_energy_ev": [-15.97, -16.00], "charge": 2, "gap_ev": [4.77, 4.80], "e_above_lowest_kcal_mol": 167.69, "spin_multiplicity": 2, "energy_ha": -2038.68239, "s2": 0.755, "species": ["O", "C", "Yb", "C", "O", "C", "O", "C", "O", "C", "O", "H", "N", "N", "N", "C", "N", "N", "H", "H", "H"], "coordinates": [[-0.12368, 3.14616, -1.41025], [-0.11519, 1.97363, -1.34255], [-0.10200, -0.04680, -1.19558], [-0.08834, -2.05376, -1.40493], [-0.08117, -3.21326, -1.47111], [-0.10492, -0.06357, -3.50571], [-0.18913, -1.02377, -4.14353], [1.89414, -0.02984, -1.56760], [3.05998, 0.00183, -1.72695], [-2.09873, -0.05503, -1.57157], [-3.26076, -0.04141, -1.72184], [-0.01212, 1.00271, -3.92869], [1.12082, 0.62455, 4.12624], [0.40226, 0.20500, 2.95380], [-0.77808, -0.52009, 3.08502], [-1.02987, -0.65079, 1.75045], [-0.14738, -0.09738, 0.95191], [0.86440, 0.51034, 1.72773], [1.94871, 1.13313, 3.99955], [0.76339, 0.39008, 5.00830], [-1.92233, -1.19172, 1.38730]]}

---

[3]
{"formula": "C6H4N6S3", "method": "wB97M-V/def2-TZVPD", "lumo_energy_ev": [0.2, -0.7], "fmax_ev_per_a": 1.96, "homo_energy_ev": [-6.44, -5.96], "gap_ev": [6.62, 5.26], "e_above_lowest_kcal_mol": 43.29, "energy_ha": -1754.00079, "species": ["C", "C", "C", "C", "C", "C", "N", "N", "N", "N", "N", "N", "S", "S", "S", "H", "H", "H", "H"], "coordinates": [[-3.16181, -0.18356, -0.04051], [-0.05967, -2.87825, -0.01832], [-1.82433, 0.15171, -0.16009], [-0.66656, -0.73270, -0.07943], [3.12997, 0.41476, 0.06085], [1.73430, 0.44264, 0.17498], [-0.99068, -2.01557, -0.10594], [-1.63152, 1.49825, -0.21293], [0.81245, -0.56653, 0.05883], [-2.68968, 2.18471, -0.15815], [3.69562, 1.58910, -0.01420], [1.28555, 1.74907, 0.27051], [-4.05230, 1.27084, -0.03298], [1.53273, -2.14118, 0.12028], [2.61476, 2.80280, 0.06001], [-3.60053, -1.15146, 0.05447], [-0.17767, -3.93933, -0.03190], [3.73677, -0.47039, -0.00108], [0.31263, 1.97509, 0.05560]]}

---

[4]
{"formula": "C6H4NOPS", "method": "wB97M-V/def2-TZVPD", "lumo_energy_ev": [-1.1, -0.4], "fmax_ev_per_a": 4.36, "homo_energy_ev": [-7.54, -7.61], "gap_ev": [6.40, 7.17], "e_above_lowest_kcal_mol": 0.00, "energy_ha": -1100.45805, "species": ["C", "C", "C", "C", "C", "C", "N", "O", "P", "S", "H", "H", "H", "H"], "coordinates": [[-1.92461, 0.67477, 0.01972], [-1.88217, -0.72134, -0.00594], [-0.76636, 1.40873, 0.00342], [-0.66743, -1.36701, -0.03529], [0.49621, 0.78187, -0.02024], [0.51263, -0.62933, -0.02848], [3.03607, -0.13824, 0.01237], [4.26141, -0.19007, 0.05597], [1.98584, 1.70961, -0.01985], [2.03983, -1.46205, -0.00318], [-2.87788, 1.18053, 0.05422], [-2.79743, -1.29154, 0.00531], [-0.80341, 2.48893, 0.01995], [-0.61270, -2.44486, -0.05797]]}

---

[5]
{"formula": "C6H4O", "method": "wB97M-V/def2-TZVPD", "lumo_energy_ev": [-1.0, -1.0], "fmax_ev_per_a": 0.61, "homo_energy_ev": [-8.81, -8.81], "gap_ev": [7.79, 7.79], "e_above_lowest_kcal_mol": 140.84, "energy_ha": -305.98709, "species": ["C", "C", "C", "C", "C", "C", "O", "H", "H", "H", "H"], "coordinates": [[1.33724, 0.10061, 0.40156], [1.75711, -0.93178, -0.51971], [1.21148, 0.20758, -1.06442], [0.22353, 0.99093, -0.35114], [-0.88280, 0.32764, 0.22154], [-1.26011, -1.04357, -0.09877], [-0.81966, -1.68371, -1.03878], [1.67859, 0.53737, 1.33200], [0.32490, 2.07309, -0.31189], [-1.56725, 0.90840, 0.83637], [-2.00301, -1.48656, 0.59324]]}

---

[6]
{"formula": "C6H4O", "method": "wB97M-V/def2-TZVPD", "lumo_energy_ev": 0.4, "fmax_ev_per_a": 0.70, "homo_energy_ev": -8.97, "gap_ev": 9.38, "e_above_lowest_kcal_mol": 65.47, "energy_ha": -306.10720, "species": ["C", "C", "C", "C", "C", "C", "O", "H", "H", "H", "H"], "coordinates": [[-2.60134, -1.78265, 0.57910], [-1.54847, -1.23564, 0.08533], [-0.41408, -0.34177, 0.06784], [0.80311, -0.41471, -0.53456], [1.47054, 0.81138, -0.22745], [0.60596, 1.52252, 0.53859], [-0.54562, 0.83739, 0.72972], [-1.86756, -1.80364, -0.84355], [1.17802, -1.24619, -1.11542], [2.45832, 1.11738, -0.54223], [0.65180, 2.49601, 1.00365]]}

---

[7]
{"formula": "C6H4O", "method": "wB97M-V/def2-TZVPD", "smiles": "C#CC=C=C1CO1", "lumo_energy_ev": 0.6, "fmax_ev_per_a": 0.65, "homo_energy_ev": -9.28, "gap_ev": 9.84, "e_above_lowest_kcal_mol": 86.91, "energy_ha": -306.07303, "species": ["C", "C", "C", "C", "C", "C", "O", "H", "H", "H", "H"], "coordinates": [[-1.16441, -1.68736, -2.93454], [-0.65826, -1.32435, -1.90180], [0.00371, -1.11210, -0.65395], [0.04330, -0.04021, 0.10620], [0.30511, 0.80309, 1.05077], [1.10499, 1.72771, 1.80782], [-0.18072, 1.21521, 2.25523], [-1.61028, -2.01832, -3.84406], [0.53706, -1.99564, -0.29444], [1.11921, 2.79318, 1.58915], [1.96599, 1.32562, 2.34325]]}

---

[8]
{"formula": "C6H4O", "method": "wB97M-V/def2-TZVPD", "smiles": "C#CC#C[C@H]1CO1", "lumo_energy_ev": -0.2, "fmax_ev_per_a": 2.91, "homo_energy_ev": -9.27, "gap_ev": 9.10, "e_above_lowest_kcal_mol": 140.68, "energy_ha": -305.98734, "species": ["C", "C", "C", "C", "C", "C", "O", "H", "H", "H", "H"], "coordinates": [[-0.87979, -0.61901, -2.05641], [0.28999, -0.33647, -2.27431], [1.07819, -0.08631, -1.21204], [1.57938, 0.04365, -0.12407], [0.84470, -0.04498, 1.06891], [-0.37547, 0.71364, 1.30061], [-0.78675, -0.55051, 0.85594], [-1.82716, -0.99934, -2.36189], [1.24113, -0.69372, 1.82773], [-0.57102, 1.56741, 0.64299], [-0.59319, 1.00565, 2.33255]]}

---

[9]
{"formula": "C6H4O2", "method": "wB97M-V/def2-TZVPD", "smiles": "C#CC(=O)C(=C)C=O", "lumo_energy_ev": -0.8, "fmax_ev_per_a": 1.54, "homo_energy_ev": -9.98, "gap_ev": 9.19, "e_above_lowest_kcal_mol": 53.97, "energy_ha": -381.39306, "species": ["C", "C", "C", "C", "C", "C", "H", "H", "H", "H", "O", "O"], "coordinates": [[1.99358, -0.53814, -0.03214], [0.77901, -0.00776, 0.00495], [0.56874, 1.43982, -0.00947], [-0.40799, -0.97256, -0.06545], [-1.78598, -0.46842, -0.09295], [-2.91236, -0.05645, 0.02373], [2.89032, 0.08227, -0.01134], [2.08183, -1.60721, 0.00002], [1.48824, 2.05706, 0.17496], [-3.93323, 0.30924, 0.16109], [-0.53554, 1.94664, -0.10847], [-0.22661, -2.18447, -0.04492]]}

---

[10]
{"formula": "C6H4O3", "method": "wB97M-V/def2-TZVPD", "lumo_energy_ev": [-0.8, -0.7], "fmax_ev_per_a": 4.84, "homo_energy_ev": [-8.75, -8.15], "gap_ev": [7.96, 7.41], "e_above_lowest_kcal_mol": 264.57, "energy_ha": -456.28130, "species": ["C", "C", "C", "C", "C", "C", "O", "O", "O", "H", "H", "H", "H"], "coordinates": [[1.78347, -1.15863, 0.78250], [0.34521, -0.59107, -0.79397], [2.05062, 0.25786, 0.59811], [1.00187, 0.66101, -0.40973], [-2.43044, 0.91056, -0.21711], [-2.04995, -0.27093, -0.49477], [0.82452, -1.59767, -0.04809], [0.99003, 1.12904, 0.87512], [2.36431, 0.80084, -0.71646], [2.42560, -1.87838, 1.34880], [-3.41019, 1.20113, -0.22043], [-1.79841, 1.75229, 0.02603], [-2.09664, -1.21604, -0.73001]]}